15
Properties=species:S:1:pos:R:3:forces:R:3 method="wB97M-V/def2-TZVPD" max_force_ev_per_a=4.0 de_lowest_ev=9.0398 homo_ha="-0.51564 / -0.51392" multiplicity=1 charge=+1 orbital_gap_ev="7.99 / 8.11"
N 0.176 -2.232 1.332 0.3 -2.0 -3.5
H 0.810 0.478 2.698 0.4 0.7 0.5
C 0.002 -1.423 2.188 0.0 2.8 2.2
H -0.380 -1.584 3.193 0.2 -0.8 0.3
O -0.719 0.424 -3.631 0.6 0.2 0.9
H 0.523 1.383 0.383 0.3 -0.8 0.4
O -0.141 1.700 -1.892 0.8 0.0 1.4
C 0.244 -0.436 -0.346 1.2 -0.5 0.7
N -0.243 0.498 -2.528 -0.7 0.1 -0.9
H 0.408 -1.491 -2.157 -0.4 0.4 -0.5
H -0.900 0.278 2.161 -0.8 1.4 0.4
C 0.131 0.082 1.980 -0.6 -1.7 0.5
C 0.227 -0.500 -1.753 -0.1 -0.7 1.6
N 0.476 0.374 0.642 -0.7 1.1 -2.8
H -0.615 2.448 -2.271 -0.6 -0.3 -1.1


7
Properties=species:S:1:pos:R:3:forces:R:3 method="wB97M-V/def2-TZVPD" max_force_ev_per_a=2.5 de_lowest_ev=3.1871 homo_ha=-0.39009 multiplicity=1 orbital_gap_ev=10.30
O 0.870 4.044 2.494 -0.2 0.9 0.9
Cl -0.069 0.033 -0.293 2.4 0.2 0.4
F 1.035 1.900 3.341 0.8 0.8 -0.3
H 1.284 0.153 -0.066 -2.4 -0.2 -0.4
C 1.530 2.839 2.504 -1.6 -1.0 -1.0
F 2.831 2.915 2.458 0.9 -0.3 0.6
C 0.707 3.363 1.389 0.1 -0.5 -0.3


69
Properties=species:S:1:pos:R:3:forces:R:3 method="wB97M-V/def2-TZVPD" max_force_ev_per_a=3.2 de_lowest_ev=1.1348 homo_ha=-0.32686 smiles=COC[C@H](C)N.COC[C@H](C)N.COC[C@H](C)N.CO.CO.CO multiplicity=1 orbital_gap_ev=9.48
H -0.715 2.103 0.890 -0.3 0.7 0.3
C 1.228 4.323 1.483 -0.1 -0.7 -0.8
H -3.897 1.093 -0.787 -0.1 0.2 0.4
H 0.001 -5.194 -2.520 0.0 0.9 0.9
H -1.426 4.771 -0.324 0.4 0.4 0.6
H -0.696 -2.698 1.614 0.3 -1.1 -0.9
C 1.255 -4.073 -1.059 -1.1 -0.4 0.1
H 3.409 1.936 0.158 0.6 -0.3 -0.3
H -0.425 -0.285 2.143 0.1 -0.6 0.0
H 3.180 0.483 3.790 0.0 0.0 -0.1
H -2.739 -3.465 3.012 0.1 -0.4 0.2
H -1.354 4.232 1.363 0.6 0.4 -0.5
H -4.887 -0.810 -2.695 -0.4 0.0 -0.5
H -3.162 -2.914 1.376 -0.1 -0.2 -0.5
C -1.075 1.458 1.689 0.5 -0.1 -1.5
O 0.438 4.459 0.329 1.4 -0.7 -0.7
C -3.737 0.334 -1.547 1.0 2.0 0.1
H 3.285 -3.468 -1.412 0.1 0.3 0.2
H 0.899 -2.122 -0.521 0.1 -0.2 0.2
H -5.512 0.771 -2.484 0.4 -0.8 0.0
H 2.098 -2.844 -2.617 0.3 -0.9 0.4
O -1.303 -2.185 2.124 -1.1 0.8 0.9
C -0.057 -4.280 -1.860 1.0 -1.6 0.3
H -0.249 3.094 -2.123 0.2 -0.2 0.5
C 3.633 -4.575 -3.806 1.4 0.9 0.4
H 1.702 1.723 0.661 0.3 -0.2 0.3
H 1.407 -4.945 -0.418 0.5 -0.4 -0.6
H 2.163 -1.391 4.876 0.2 -1.0 0.1
O 2.736 -4.874 -2.760 -0.3 0.1 -0.7
H 3.116 4.433 0.414 -0.4 -0.5 0.8
H -2.041 1.090 1.323 0.1 -0.4 0.2
N 1.097 -3.024 -0.080 -0.1 1.1 0.7
N -4.994 -0.019 -2.082 -1.4 0.0 -0.3
C 1.795 -0.394 4.819 -1.9 0.9 -0.7
N 3.289 3.501 2.318 -1.2 0.4 0.1
H 1.228 -0.119 5.703 0.3 -0.2 0.4
O -0.032 0.492 1.737 -0.5 -0.3 0.5
H -3.653 -1.129 0.015 -0.1 0.1 -0.7
H -3.443 1.873 -3.017 0.1 -0.2 -0.1
C -3.101 -0.820 -0.898 1.1 -1.7 1.6
H 0.741 3.611 2.153 -0.2 -0.1 0.3
H 4.244 3.267 2.156 0.5 -0.5 0.0
H 4.643 -4.235 -3.391 -1.0 -0.5 -0.4
H 3.808 -5.442 -4.450 -0.3 0.0 0.4
H 1.259 5.289 1.981 0.6 0.1 0.2
H 3.300 -3.726 -4.428 -0.2 -0.3 0.1
C 2.449 2.394 0.235 -1.7 1.5 1.1
H 2.001 2.725 -0.675 0.1 -0.2 -1.2
H -0.913 -4.328 -1.191 0.0 -0.2 0.0
H -0.172 -3.464 -2.516 -0.3 1.2 -0.8
H 1.960 -2.926 0.472 -0.6 0.1 -0.4
H -2.987 -1.696 -1.554 -0.3 0.1 0.0
C -2.667 -2.662 2.297 1.6 1.0 0.1
H 2.783 2.792 2.862 0.7 0.2 -0.1
C 2.393 -3.739 -1.982 0.6 -0.1 -0.7
H 1.007 -0.305 4.018 1.0 -0.2 0.3
H -0.865 5.895 1.019 0.1 0.0 -0.3
C 2.551 3.704 1.062 1.5 0.2 0.2
H -0.703 2.207 -3.596 0.3 0.2 -0.2
H -1.226 1.961 2.627 0.1 0.4 0.5
C -1.068 2.630 -2.654 -0.5 0.9 -1.7
O 2.831 0.537 4.682 0.4 0.5 -0.2
H -1.769 3.450 -2.941 0.2 -0.3 0.2
H -2.502 0.371 -3.346 -0.1 -0.1 -0.3
H -3.109 -1.775 2.726 -0.6 0.0 0.1
C -0.813 4.872 0.603 -3.2 0.0 0.4
C -2.855 1.055 -2.568 1.0 0.7 0.2
H -2.092 -0.646 -0.494 -0.1 0.4 -0.4
O -1.693 1.640 -1.936 -1.2 -1.1 1.3


Computed calculated total energy (a.u.) in order:
-470.2324 -811.8381 -1214.0703